# 1
Density functional theory data (wB97M-V/def2-TZVPD) for 2 unconnected molecules or ions with the total composition C26H39Cl2FN3O3PS.

Geometry (Å):
C: 6.282 0.670 1.318
C: 5.246 -0.404 0.755
C: 4.731 0.088 -0.657
C: 3.906 -0.974 -1.474
C: 2.714 -1.658 -0.683
C: 1.269 -1.281 -1.259
C: 0.879 -2.077 -2.565
C: -0.320 -3.093 -2.416
C: -1.566 -2.551 -1.613
C: -2.206 -1.218 -2.226
C: -2.087 -0.020 -1.200
C: -2.873 -0.121 0.124
C: -3.784 -1.365 0.351
C: -3.143 -2.520 1.176
O: -2.086 -2.520 1.713
F: -3.930 -3.681 1.346
C: -2.802 0.903 1.161
P: -3.625 0.970 2.823
C: -4.346 -0.646 3.417
C: -2.184 1.277 4.028
C: -1.074 0.118 3.900
C: -1.930 2.111 0.821
N: -1.694 3.228 1.567
S: -0.688 4.294 0.763
N: -0.518 3.399 -0.627
C: -1.193 2.224 -0.513
C: -1.245 1.141 -1.542
N: -0.613 1.121 -2.838
C: -1.544 1.394 -3.948
C: -1.118 0.758 -5.339
O: -2.563 2.032 -3.860
C: 0.521 2.033 -3.012
C: 0.203 3.476 -3.611
O: 1.680 1.798 -2.768
H: 7.344 0.368 1.080
H: 6.098 1.695 0.873
H: 6.207 0.773 2.433
H: 5.773 -1.396 0.731
H: 4.395 -0.423 1.502
H: 5.666 0.305 -1.267
H: 4.223 1.078 -0.512
H: 3.470 -0.473 -2.395
H: 4.576 -1.811 -1.845
H: 2.717 -1.234 0.370
H: 2.817 -2.771 -0.565
H: 1.326 -0.192 -1.525
H: 0.554 -1.374 -0.400
H: 1.786 -2.683 -2.874
H: 0.665 -1.403 -3.449
H: -0.006 -4.058 -1.909
H: -0.664 -3.380 -3.448
H: -2.374 -3.348 -1.629
H: -1.241 -2.424 -0.548
H: -3.307 -1.398 -2.417
H: -1.669 -1.019 -3.187
H: -4.135 -1.826 -0.623
H: -4.736 -0.985 0.831
H: -5.260 -0.996 2.853
H: -4.715 -0.463 4.475
H: -3.577 -1.472 3.525
H: -2.611 1.155 5.068
H: -1.742 2.295 3.897
H: -0.159 0.472 3.353
H: -1.525 -0.773 3.387
H: -0.722 -0.258 4.920
H: -1.909 0.048 -5.703
H: -0.182 0.137 -5.181
H: -0.839 1.539 -6.097
H: 1.024 4.182 -3.298
H: -0.757 3.886 -3.205
H: 0.154 3.453 -4.734
Cl: 1.827 0.771 5.459
C: 1.082 1.217 6.998
Cl: -0.684 1.080 6.942
H: 1.460 0.556 7.774
H: 1.346 2.245 7.229

The HOMO energy comes out at -0.2850 hartree. As for the SMILES: CCCCCCCCCCc1c(CC(=O)F)c(P(C)CC)c2nsnc2c1N(C(C)=O)C(C)=O.ClCCl. The calculation puts the molar mass at 594.561 Da. The calculation puts the HOMO-LUMO gap at 6.7548 eV. The charge is 0. For the lowest unoccupied orbital energy, the calculation gives -0.0368 hartree. The total energy is -3163.76442 a.u.

# 2
Density functional theory data (wB97M-V/def2-TZVPD) for a molecular structure, C8H7ClN4OS.

Geometry (Å):
N: 0.273 2.590 0.853
C: 0.635 1.196 0.623
C: 1.978 0.668 0.834
C: 2.189 -0.790 0.512
N: 3.372 -1.509 0.618
S: 3.027 -3.075 0.141
N: 1.405 -3.043 -0.260
C: 1.084 -1.730 0.014
C: -0.287 -1.146 -0.173
N: -1.421 -1.922 -0.643
C: -0.470 0.283 0.133
C: -1.944 0.833 -0.133
C: -2.021 1.075 -1.699
O: -2.834 0.595 -2.421
Cl: -0.708 2.140 -2.378
H: -0.406 2.619 1.629
H: 1.126 3.007 1.258
H: 2.792 1.342 1.192
H: -2.076 -2.106 0.122
H: -1.028 -2.840 -0.896
H: -2.043 1.778 0.459
H: -2.643 0.034 0.215

The HOMO energy comes out at -0.3108 hartree. The calculation puts the molar mass at 242.691 Da. The calculation puts the HOMO-LUMO gap at 7.5648 eV. The charge is 0. For the lowest unoccupied orbital energy, the calculation gives -0.0328 hartree. The total energy is -1461.65468 a.u.

# 3
Density functional theory data (wB97M-V/def2-TZVPD) for 2 unconnected molecules or ions with the total composition C5H10N2S.

Geometry (Å):
C: 1.459 1.651 0.806
C: -1.206 -1.074 -1.023
C: 0.766 -1.336 0.324
C: -0.480 1.043 0.067
C: -0.025 -0.335 -0.523
N: 2.445 1.765 1.395
N: -1.294 1.002 1.216
S: 1.096 0.046 -1.981
H: -1.733 -0.275 -1.460
H: -1.756 -1.424 -0.163
H: -0.837 -1.770 -1.705
H: 1.685 -0.830 0.497
H: 0.947 -2.213 -0.235
H: 0.051 -1.535 1.083
H: -0.581 1.910 -0.597
H: -1.545 2.028 1.443
H: -0.898 0.679 2.040
H: 1.905 0.666 -1.184

The HOMO energy comes out at -0.3466 hartree. The calculation puts the molar mass at 130.216 Da. The calculation puts the HOMO-LUMO gap at 9.4349 eV. The charge is 0. For the lowest unoccupied orbital energy, the calculation gives 0.0002 hartree. The total energy is -704.10032 a.u.

# 4
Density functional theory data (wB97M-V/def2-TZVPD) for 6 unconnected molecules or ions with the total composition C21H33BNO24S5.

Geometry (Å):
C: 2.795 -6.953 0.713
C: 3.162 -6.969 -0.728
C: 3.190 -5.633 -1.679
C: 2.015 -5.950 -2.826
C: 0.686 -5.055 -2.371
C: -0.249 -5.630 -1.144
C: -1.528 -4.708 -0.672
C: -1.788 -3.269 -1.450
C: -0.831 -2.716 -2.701
C: 0.453 -3.642 -3.176
C: 3.101 -4.201 -0.863
O: 3.538 -3.323 -1.980
B: 4.845 -3.975 -2.345
O: 5.801 -3.348 -1.389
N: 5.506 -2.023 -1.475
O: 5.381 -1.525 -0.364
O: 4.582 -5.448 -2.207
H: 2.319 -5.962 1.154
H: 2.938 -7.872 1.434
H: 3.494 -8.009 -1.198
H: 1.769 -7.105 -2.902
H: 2.407 -5.624 -3.887
H: -0.047 -6.649 -0.564
H: -2.222 -5.060 0.223
H: -2.682 -2.536 -1.155
H: -1.010 -1.678 -3.236
H: 1.201 -3.346 -4.046
H: 3.872 -4.395 0.024
H: 2.131 -3.931 -0.267
H: 5.328 -3.710 -3.383
C: -0.891 -0.330 2.062
C: -2.123 0.300 2.707
O: -3.049 0.485 1.639
S: -2.839 -0.704 0.542
O: -3.821 -1.733 0.799
O: -2.652 -0.100 -0.756
O: -1.394 -1.235 1.081
H: -0.285 0.425 1.551
H: -0.271 -0.861 2.789
H: -1.898 1.253 3.192
H: -2.578 -0.380 3.434
C: -2.863 1.584 7.656
C: -2.027 2.567 6.840
O: -0.757 1.938 6.686
S: -0.970 0.322 6.623
O: -0.985 -0.077 5.234
O: -0.110 -0.290 7.609
O: -2.502 0.289 7.179
H: -2.609 1.639 8.719
H: -3.936 1.752 7.530
H: -1.921 3.535 7.335
H: -2.454 2.714 5.842
C: -3.736 4.655 -1.296
C: -4.565 5.355 -0.223
O: -4.643 4.426 0.855
S: -3.271 3.543 0.893
O: -2.385 4.128 1.874
O: -3.629 2.144 0.890
O: -2.722 3.942 -0.590
H: -4.340 3.929 -1.850
H: -3.286 5.362 -1.998
H: -5.565 5.620 -0.576
H: -4.058 6.255 0.142
C: 3.499 2.350 0.151
C: 3.215 3.004 1.500
O: 2.278 4.042 1.222
S: 1.332 3.581 -0.025
O: 0.103 3.045 0.515
O: 1.364 4.619 -1.029
O: 2.249 2.334 -0.536
H: 4.203 2.949 -0.437
H: 3.888 1.334 0.258
H: 4.116 3.412 1.964
H: 2.741 2.296 2.189
C: 0.499 3.429 -5.440
C: 0.215 4.082 -4.090
O: -0.722 5.120 -4.368
S: -1.668 4.660 -5.615
O: -2.897 4.124 -5.075
O: -1.636 5.697 -6.620
O: -0.751 3.413 -6.127
H: 1.203 4.027 -6.027
H: 0.888 2.412 -5.333
H: 1.116 4.491 -3.627
H: -0.259 3.375 -3.402

The HOMO energy comes out at -0.1934 hartree. The calculation puts the molar mass at 854.625 Da. The calculation puts the HOMO-LUMO gap at 6.7221 eV. The charge is -1. For the lowest unoccupied orbital energy, the calculation gives 0.0536 hartree. The total energy is -4695.75884 a.u.

# 5
Density functional theory data (wB97M-V/def2-TZVPD) for a molecular structure, C26H32BrIMnN9O3S3.

Geometry (Å):
Mn: 0.826 0.764 -0.226
N: -0.048 2.247 1.495
C: -1.468 2.553 1.395
C: -2.134 2.973 2.710
C: -2.058 1.975 3.863
C: -2.881 0.708 3.600
N: -4.155 1.032 2.983
C: -5.207 1.260 3.659
N: -6.401 1.515 3.009
N: -5.296 1.277 5.035
C: -2.171 1.442 0.604
O: -3.473 1.266 0.792
O: -1.580 0.837 -0.261
H: 0.132 1.531 2.198
H: 0.492 3.070 1.732
H: -1.563 3.407 0.713
H: -3.183 3.207 2.515
H: -1.652 3.903 3.024
H: -2.433 2.477 4.761
H: -1.025 1.682 4.063
H: -2.986 0.135 4.531
H: -2.338 0.064 2.908
H: -3.759 1.339 1.757
H: -6.298 1.657 2.018
H: -7.030 2.157 3.462
H: -4.536 0.837 5.527
H: -6.202 1.083 5.426
S: 2.730 0.663 1.858
C: 2.626 -1.024 2.301
C: 3.789 -1.717 2.624
C: 3.759 -3.044 3.044
C: 4.970 -3.714 3.388
N: 5.953 -4.241 3.672
C: 2.518 -3.702 3.134
C: 1.357 -3.023 2.790
C: 1.374 -1.688 2.368
S: -0.099 -0.895 1.940
C: 2.444 -5.055 3.583
N: 2.362 -6.143 3.952
H: 4.737 -1.201 2.551
H: 0.405 -3.533 2.853
Br: 5.654 -1.087 -3.175
C: 4.979 0.587 -3.769
C: 5.369 1.040 -5.021
C: 4.880 2.249 -5.491
C: 3.997 2.988 -4.716
C: 3.618 2.526 -3.466
C: 4.113 1.323 -2.972
I: 3.574 0.800 -0.940
H: 6.048 0.448 -5.620
H: 5.188 2.610 -6.464
H: 3.603 3.925 -5.087
H: 2.920 3.093 -2.862
S: -0.993 4.252 -2.974
C: -0.119 3.211 -2.105
N: 0.522 2.457 -1.476
C: -1.259 -2.990 -0.605
N: -1.204 -2.487 -1.967
C: -2.430 -2.654 -2.724
C: -0.277 -1.547 -2.277
O: 0.462 -1.028 -1.434
N: -0.176 -1.209 -3.616
C: 0.626 -0.032 -3.918
C: -0.032 -2.274 -4.597
H: -1.682 -3.996 -0.625
H: -1.868 -2.350 0.035
H: -0.260 -3.025 -0.182
H: -3.280 -2.372 -2.097
H: -2.555 -3.698 -3.024
H: -2.428 -2.020 -3.604
H: 0.449 0.740 -3.175
H: 0.330 0.349 -4.896
H: 1.699 -0.260 -3.941
H: -0.470 -3.197 -4.229
H: 1.028 -2.460 -4.803
H: -0.520 -1.993 -5.533

The HOMO energy (alpha / beta) comes out at -0.1607 / -0.1625 hartree. Its expectation value of S² is 8.754. The calculation puts the molar mass at 876.549 Da. The calculation puts the HOMO-LUMO gap (alpha / beta) at 6.2022 / 6.2493 eV. The charge is -1. For the lowest unoccupied orbital energy (alpha / beta), the calculation gives 0.0672 / 0.0672 hartree. The total energy is -6945.98983 a.u. As for the spin multiplicity: 6.

# 6
Density functional theory data (wB97M-V/def2-TZVPD) for 10 unconnected molecules or ions with the total composition C53H125F24N5O3P6.

Geometry (Å):
C: -2.469 4.228 4.346
N: -2.879 2.865 4.930
C: -3.769 1.958 4.022
C: -1.615 1.993 5.151
C: -3.763 2.938 6.244
C: -3.034 3.596 7.454
O: -2.885 5.049 7.456
H: -2.275 4.214 3.273
H: -1.555 4.407 4.914
H: -3.308 4.915 4.457
H: -3.586 2.172 2.969
H: -4.769 2.285 4.306
H: -3.571 0.887 4.080
H: -1.038 2.633 5.819
H: -1.026 1.780 4.258
H: -1.934 1.178 5.800
H: -3.808 1.873 6.476
H: -4.780 3.290 6.073
H: -2.131 3.056 7.738
H: -3.633 3.436 8.350
H: -3.437 5.508 8.094
C: -1.646 -5.784 0.192
N: -0.911 -6.541 1.302
C: -1.382 -5.967 2.710
C: -1.348 -8.004 1.119
C: 0.614 -6.522 1.166
C: 1.293 -5.158 0.795
O: 1.016 -4.645 -0.467
H: -1.361 -6.157 -0.792
H: -1.535 -4.711 0.352
H: -2.705 -6.042 0.181
H: -0.921 -6.496 3.544
H: -2.456 -6.150 2.713
H: -1.135 -4.908 2.789
H: -0.871 -8.615 1.885
H: -0.990 -8.404 0.171
H: -2.431 -8.098 1.201
H: 0.823 -7.403 0.559
H: 1.010 -6.926 2.098
H: 2.355 -5.287 1.003
H: 1.131 -4.365 1.525
H: 1.595 -3.894 -0.621
C: 6.978 -1.136 3.027
N: 5.575 -0.621 3.293
C: 5.439 -0.643 4.824
C: 5.455 0.810 2.772
C: 4.458 -1.548 2.575
C: 4.284 -1.637 1.011
O: 3.698 -0.502 0.677
H: 7.278 -0.846 2.019
H: 6.916 -2.200 3.252
H: 7.683 -0.815 3.794
H: 5.526 -1.646 5.242
H: 4.436 -0.274 5.036
H: 6.251 0.022 5.118
H: 5.694 0.695 1.715
H: 6.129 1.441 3.351
H: 4.457 1.199 2.975
H: 3.471 -1.329 2.981
H: 4.723 -2.465 3.103
H: 3.670 -2.478 0.689
H: 5.221 -1.740 0.463
H: 3.560 -0.488 -0.273
C: 0.518 0.265 1.466
C: -0.122 -1.045 1.034
N: -1.401 -1.208 1.781
C: -1.554 -1.604 3.128
C: -2.894 -1.747 3.209
N: -3.606 -1.352 2.148
C: -2.653 -0.898 1.242
C: -5.119 -1.384 1.975
H: 1.362 0.071 2.128
H: -0.257 0.970 1.769
H: 1.066 0.457 0.544
H: 0.464 -1.932 1.274
H: -0.451 -1.234 0.012
H: -0.771 -1.952 3.785
H: -3.347 -2.081 4.131
H: -2.821 -0.570 0.227
H: -5.457 -1.465 0.942
H: -5.306 -0.326 2.157
H: -5.617 -1.902 2.795
C: 9.109 6.067 1.448
C: 8.833 6.278 -0.089
C: 7.764 5.425 -0.735
C: 8.264 3.939 -0.976
P: 7.003 2.884 -1.729
C: 6.459 3.607 -3.349
C: 5.300 2.829 -4.015
C: 4.986 3.183 -5.407
C: 6.206 3.048 -6.383
C: 7.877 1.277 -2.158
C: 7.663 0.138 -1.191
C: 8.439 -1.210 -1.530
C: 9.886 -1.241 -1.197
C: 5.579 2.403 -0.716
C: 4.748 3.552 -0.094
C: 3.340 3.091 0.393
C: 2.416 3.011 -0.847
H: 9.866 5.290 1.556
H: 8.234 5.759 2.020
H: 9.385 6.982 1.972
H: 9.729 6.221 -0.708
H: 8.341 7.240 -0.230
H: 7.335 5.776 -1.673
H: 6.910 5.561 -0.070
H: 8.554 3.577 0.011
H: 9.132 3.992 -1.633
H: 7.408 3.485 -3.871
H: 6.310 4.675 -3.189
H: 4.386 2.838 -3.420
H: 5.545 1.768 -4.058
H: 4.641 4.204 -5.568
H: 4.070 2.709 -5.759
H: 5.987 3.358 -7.405
H: 6.382 1.983 -6.533
H: 7.118 3.478 -5.969
H: 8.915 1.580 -2.292
H: 7.351 0.944 -3.053
H: 6.635 -0.203 -1.073
H: 8.096 0.435 -0.236
H: 8.260 -1.656 -2.508
H: 7.969 -1.951 -0.882
H: 10.472 -0.503 -1.746
H: 10.295 -2.185 -1.557
H: 10.158 -1.215 -0.141
H: 5.868 1.609 -0.027
H: 5.039 1.799 -1.445
H: 4.775 4.471 -0.679
H: 5.339 3.834 0.778
H: 2.943 3.862 1.053
H: 3.382 2.126 0.898
H: 1.622 2.266 -0.901
H: 3.021 2.844 -1.738
H: 1.961 4.001 -0.898
C: -3.562 4.261 -5.593
C: -3.554 2.671 -5.795
C: -4.692 2.021 -4.976
C: -5.116 0.629 -5.293
P: -5.463 -0.509 -3.931
C: -3.888 -1.470 -3.713
C: -2.525 -0.609 -3.351
C: -1.302 -1.568 -3.417
C: -1.249 -2.788 -2.466
C: -6.035 0.349 -2.385
C: -7.300 1.166 -2.537
C: -7.539 2.322 -1.637
C: -7.492 1.891 -0.145
C: -6.787 -1.664 -4.598
C: -6.275 -2.386 -5.877
C: -7.521 -3.030 -6.614
C: -7.195 -3.681 -7.895
H: -4.535 4.634 -5.912
H: -2.641 4.687 -5.991
H: -3.449 4.589 -4.560
H: -2.663 2.138 -5.464
H: -3.744 2.274 -6.792
H: -5.569 2.668 -5.002
H: -4.329 2.064 -3.949
H: -4.465 0.051 -5.949
H: -6.111 0.749 -5.723
H: -3.671 -2.077 -4.592
H: -3.934 -2.275 -2.979
H: -2.701 -0.187 -2.361
H: -2.485 0.206 -4.073
H: -0.350 -1.041 -3.359
H: -1.484 -2.152 -4.319
H: -1.336 -2.426 -1.441
H: -0.313 -3.344 -2.521
H: -2.037 -3.526 -2.613
H: -5.265 0.998 -1.966
H: -6.284 -0.445 -1.681
H: -8.221 0.594 -2.427
H: -7.475 1.473 -3.568
H: -8.500 2.825 -1.750
H: -6.809 3.128 -1.711
H: -8.366 1.387 0.268
H: -7.445 2.759 0.512
H: -6.649 1.236 0.079
H: -7.766 -1.189 -4.550
H: -6.839 -2.497 -3.896
H: -5.552 -3.120 -5.520
H: -5.781 -1.815 -6.664
H: -8.018 -2.132 -6.980
H: -8.146 -3.652 -5.973
H: -8.101 -4.141 -8.288
H: -6.467 -4.454 -7.648
H: -6.825 -3.132 -8.761
P: 1.799 -3.854 5.024
F: 1.129 -5.196 4.609
F: 3.309 -4.366 4.567
F: 1.514 -3.065 3.528
F: 2.391 -2.442 5.652
F: 0.303 -3.263 5.408
F: 1.932 -4.586 6.449
P: -5.958 -4.270 -0.731
F: -6.158 -2.928 -1.642
F: -7.465 -4.776 -1.065
F: -5.677 -4.963 -2.187
F: -5.637 -5.630 0.052
F: -4.366 -3.890 -0.624
F: -6.531 -3.677 0.693
P: -4.848 -1.144 6.603
F: -5.431 -2.248 5.529
F: -5.275 0.029 5.549
F: -6.115 -1.036 7.408
F: -4.047 -0.133 7.585
F: -4.511 -2.459 7.501
F: -3.335 -1.067 6.033
P: -3.189 3.477 -0.145
F: -1.817 3.446 -0.986
F: -3.928 3.903 -1.528
F: -3.301 1.846 -0.445
F: -4.683 3.321 0.682
F: -2.246 3.169 1.174
F: -3.161 5.063 0.181

The HOMO energy comes out at -0.4875 hartree. The calculation puts the molar mass at 1522.411 Da. The calculation puts the HOMO-LUMO gap at 8.3507 eV. The charge is +2. For the lowest unoccupied orbital energy, the calculation gives -0.1806 hartree. The total energy is -7038.84945 a.u.

What is the molar mass in the fourth record? 854.625 Da